No. 1
Computed, not measured: 3 unconnected molecules or ions with the total composition C5H7Cl2FO2S in a non-equilibrium geometry, with ωB97M-V with the def2-TZVPD basis set.

```
18
Properties=species:S:1:pos:R:3:lowdin_charge:R:1
C -2.26547 1.72193 1.24907 -0.247
C -1.78241 1.34911 2.44643 -1.151
C 2.53537 -1.07082 -2.23057 -0.011
C 0.27570 -0.28357 -1.80829 -0.159
C 1.48318 -1.17073 -1.36429 -0.255
O -1.02825 -0.89430 1.19475 -0.395
O 0.99802 -1.06936 2.45420 -0.404
F -1.57614 2.44562 0.35409 0.021
S 0.32316 -0.55800 1.32177 0.739
Cl -2.76891 0.44123 3.57028 0.642
Cl -0.20051 1.62986 2.98719 0.722
H 2.32460 -0.38785 -3.01570 0.046
H -3.25219 1.48092 0.87525 0.127
H 3.41924 -1.58378 -1.88372 0.050
H 0.47064 0.78958 -1.55086 0.083
H -0.60810 -0.76718 -1.32559 0.054
H 0.20450 -0.34332 -2.92044 0.076
H 1.44756 -1.72934 -0.35356 0.062
```

As for the LUMO energy: -0.538 eV. As for the frontier orbital gap: 9.2 eV. Its relative energy (zero: lowest compared OMol25 entry of this formula, charge and spin) is 15.43 kcal/mol.

No. 2
Computed, not measured: 2 unconnected molecules or ions with the total composition C4H13NOS in a non-equilibrium geometry, with ωB97M-V with the def2-TZVPD basis set.

```
20
Properties=species:S:1:pos:R:3:mulliken_spin:R:1
C 1.93762 0.67907 0.76605 -0.005
N 0.61408 0.51266 1.37729 0.003
C 0.18324 -0.82223 1.62092 0.021
C 0.53792 -2.02426 0.59659 -0.061
S -0.60221 -2.14322 -0.74230 0.956
C 2.01572 0.46645 -0.75271 0.020
H 2.18691 1.72634 0.94409 0.001
H 2.63346 0.11118 1.38706 0.000
H -0.09790 1.05652 0.92133 0.001
H -0.88527 -0.90803 1.83469 -0.009
H 0.67957 -1.19131 2.52245 0.001
H 1.53088 -1.69482 0.27585 0.039
H 0.68397 -2.94729 1.15858 0.053
H -1.61313 -1.42762 -0.24430 -0.012
H 2.29492 -0.50924 -1.13775 -0.003
H 1.06759 0.81484 -1.18818 -0.005
H 2.63411 1.24951 -1.20157 0.000
H -5.43316 3.00419 -2.37791 0.000
H -4.80007 1.75191 -2.77712 0.000
O -5.56823 2.29534 -2.98306 0.000
```

As for the multiplicity: 2. As for the LUMO energy (alpha / beta): -3.952 / -9.219 eV. As for the frontier orbital gap (alpha / beta): 9.3 / 4.0 eV. Its relative energy (zero: lowest compared OMol25 entry of this formula, charge and spin) is 51.10 kcal/mol. As for the net charge: +1.

No. 3
Computed, not measured: 4 unconnected molecules or ions with the total composition C5H14O6 in a non-equilibrium geometry, with ωB97M-V with the def2-TZVPD basis set.

```
25
Properties=species:S:1:pos:R:3:lowdin_charge:R:1
O 0.01097 -0.21836 -2.99720 0.027
C 0.62828 -0.99177 -2.28680 -0.261
C 1.56866 -0.39929 -1.23365 -0.131
C 1.60604 -1.24587 0.15437 -0.168
C 0.37480 -0.89213 1.00367 -0.120
C 0.10265 0.51334 1.41891 -0.537
O -0.78270 1.15422 0.97387 0.098
O 0.84143 0.94731 2.51150 0.054
H 0.61520 -2.04189 -2.43330 0.108
H 1.16348 0.66130 -0.90959 0.143
H 2.64249 -0.31800 -1.69064 0.145
H 2.52214 -0.74080 0.46440 0.087
H 1.94382 -2.34593 0.12296 0.134
H 0.08035 -1.51752 1.92611 0.158
H -0.62462 -1.03502 0.40045 0.124
H 0.87937 1.91879 2.75871 0.085
O -2.13768 -2.16287 -0.98315 -0.038
H -2.90637 -1.62416 -0.85130 0.014
H -2.22366 -2.22588 -1.90061 0.008
O 0.36051 3.53043 2.43229 -0.013
H -0.32958 3.30018 1.80537 0.049
H 0.95692 4.01919 1.89028 0.052
O -2.82412 0.45150 -0.94800 -0.052
H -2.06220 0.79689 -1.49742 0.075
H -2.40620 0.46634 -0.13121 -0.042
```

As for the LUMO energy: 0.432 eV. As for the frontier orbital gap: 10.4 eV. Its SMILES is O=CCCCC(=O)O.O.O.O.

No. 4
Computed, not measured: 2 unconnected molecules or ions with the total composition C3H7O2S, with ωB97M-V with the def2-TZVPD basis set.

```
13
Properties=species:S:1:pos:R:3:lowdin_charge:R:1
C 0.12071 -0.19330 0.66783 -0.458
S 1.64554 0.70785 0.42414 0.726
C 1.10492 2.30130 1.02320 -0.492
H 0.11859 -1.19725 0.25319 0.011
H -0.14004 -0.32340 1.71641 0.029
H -0.69656 0.32113 0.17186 0.034
H 1.91262 3.00792 0.84722 0.011
H 0.86585 2.40608 2.08813 0.029
H 0.21188 2.64985 0.50303 0.028
O -1.86161 -3.03391 -0.98952 -0.146
C -1.27643 -2.41756 -1.89976 -0.700
O -0.36462 -1.56654 -1.85618 -0.153
H -1.64085 -2.66217 -2.94953 0.080
```

As for the LUMO energy: 3.285 eV. As for the frontier orbital gap: 7.2 eV. Its relative energy (zero: lowest compared OMol25 entry of this formula, charge and spin) is 16.86 kcal/mol. As for the net charge: -1.

No. 5
Computed, not measured: a molecular structure, C23H51AuN3O4SSiV in a non-equilibrium geometry, with ωB97M-V with the def2-TZVPD basis set.

```
85
Properties=species:S:1:pos:R:3:lowdin_charge:R:1
N -1.59849 -0.82917 -0.70807 -0.159
C -2.71676 -0.96337 -1.13577 -0.344
O -3.32684 -1.11901 -2.18567 0.068
Au -1.01907 -0.45568 -3.14425 0.875
V 0.03614 0.02071 -0.07689 0.896
N 0.12083 1.73309 -0.90209 -0.113
N 1.60780 -0.96480 -0.47864 -0.103
C -0.92069 2.81126 -0.89253 -0.614
C 2.04889 -2.39945 -0.76207 -0.586
C -1.68015 2.85604 -2.23128 -0.019
C -0.33737 4.20922 -0.59457 -0.019
C -1.90464 2.46489 0.20922 -0.096
C 3.27368 -2.46066 -1.69507 -0.026
C 2.38581 -3.10893 0.55963 -0.010
C 0.90008 -3.13576 -1.43655 -0.052
H -1.00853 2.98766 -3.08023 0.080
H -2.41155 3.67921 -2.25706 0.120
H -2.24272 1.92751 -2.38672 0.066
H 0.26285 4.18378 0.31971 0.101
H -1.14468 4.93846 -0.44018 0.113
H 0.28901 4.58815 -1.40529 0.091
H -2.33681 1.46310 0.06174 0.017
H -2.75718 3.15730 0.22802 0.118
H -1.42797 2.49518 1.19939 0.075
H 3.08397 -1.90272 -2.61642 0.093
H 3.49573 -3.49946 -1.97839 0.114
H 4.17581 -2.05532 -1.23070 0.092
H 3.17365 -2.58824 1.11324 0.088
H 2.73412 -4.13995 0.38808 0.116
H 1.50102 -3.15906 1.20898 0.085
H -0.02268 -3.06251 -0.85057 0.056
H 1.13596 -4.20423 -1.56767 0.118
H 0.70202 -2.72068 -2.42873 0.065
C 2.73230 -0.10222 -0.12539 -0.124
H 2.33005 0.85934 0.19936 0.064
H 3.36616 -0.47515 0.70074 0.117
H 3.41998 0.13006 -0.97159 0.120
C 1.30432 2.14924 -1.71829 -0.093
H 1.95872 2.89802 -1.20777 0.124
H 1.93620 1.27718 -1.90721 0.051
H 1.06431 2.57824 -2.70579 0.105
C -1.02669 -5.09730 3.60638 -0.010
C -1.86911 -3.97072 2.99021 -0.612
C -1.77512 -3.94046 1.46518 -0.032
C -3.30320 -3.97973 3.49748 -0.014
O -1.18112 -2.78685 3.49514 -0.159
Si -1.35897 -1.11229 3.47278 -0.208
S -1.63524 -0.27507 1.80590 0.741
O -2.43623 -0.82931 4.66031 -0.121
C -3.75708 -0.21964 4.85971 -0.602
C -4.46503 -0.01305 3.53680 -0.049
C -4.48213 -1.22378 5.75952 -0.005
C -3.48375 1.10096 5.57868 -0.018
O 0.11867 -0.82161 4.23155 -0.169
C 0.93284 0.32108 4.61355 -0.614
C 1.51920 0.90422 3.32341 -0.038
C 0.08503 1.31958 5.38993 -0.014
C 1.99829 -0.35338 5.49149 -0.010
H -1.46339 -6.02871 3.26129 0.089
H -1.06521 -5.05434 4.69251 0.098
H 0.01053 -5.03460 3.28268 0.085
H -2.21706 -4.87191 1.11134 0.099
H -2.31198 -3.08729 1.05556 0.049
H -0.72962 -3.89469 1.14959 0.061
H -3.32679 -3.95709 4.58745 0.097
H -3.86741 -3.14055 3.09176 0.072
H -3.74558 -4.91121 3.14648 0.098
H -4.58182 -0.94342 2.97971 0.077
H -5.45570 0.37851 3.78099 0.104
H -3.95019 0.71693 2.90966 0.053
H -3.93205 -1.40424 6.68332 0.102
H -5.44525 -0.77782 5.99039 0.093
H -4.64493 -2.17016 5.24437 0.072
H -2.92586 0.94805 6.50507 0.096
H -2.94317 1.79235 4.93333 0.076
H -4.45785 1.52242 5.81076 0.094
H 0.73035 1.31260 2.69035 0.039
H 2.20044 1.69777 3.62532 0.098
H 2.06668 0.13898 2.76636 0.071
H -0.37913 0.84693 6.25620 0.100
H 0.76145 2.10597 5.72476 0.097
H -0.67933 1.75371 4.74985 0.071
H 1.53711 -0.81824 6.36038 0.099
H 2.54456 -1.10953 4.93053 0.088
H 2.67612 0.43075 5.81136 0.088
```

As for the LUMO energy (alpha / beta): -9.933 / -9.916 eV. As for the frontier orbital gap (alpha / beta): 3.9 / 3.9 eV. As for the net charge: +2.

No. 6
Computed, not measured: a single C2H4NO2P molecule in a non-equilibrium geometry, with ωB97M-V with the def2-TZVPD basis set.

```
10
Properties=species:S:1:pos:R:3:lowdin_charge:R:1
H 1.52644 -1.40055 -1.38935 0.084
N 0.91305 -0.56441 -1.56775 0.145
C 0.28152 -0.24744 -0.52639 -0.543
C 0.09853 -0.88103 0.84670 -0.033
O -0.21438 1.02992 -0.73421 -0.310
P -1.25559 1.93200 0.22699 0.894
O -1.46734 3.26552 -0.34004 -0.424
H -0.22090 -1.95718 0.76871 0.103
H 0.98650 -1.00045 1.43109 0.071
H -0.64784 -0.17639 1.28426 0.011
```

As for the LUMO energy: -0.529 eV. As for the frontier orbital gap: 9.9 eV. Its relative energy (zero: lowest compared OMol25 entry of this formula, charge and spin) is 18.55 kcal/mol. Its SMILES is [H]/N=C(\C)OP=O.

No. 7
Computed, not measured: a single C4H3NO3 molecule in a non-equilibrium geometry, with ωB97M-V with the def2-TZVPD basis set.

```
11
Properties=species:S:1:pos:R:3:lowdin_charge:R:1
O 0.02293 1.82575 1.48698 0.185
C -0.38598 1.23936 0.57083 -0.532
O -1.45471 1.51085 -0.09831 0.181
C 0.19964 -0.00924 0.02110 -0.298
N 1.03477 -0.74850 0.59670 0.166
C 1.15825 -1.82594 -0.19348 -0.133
C 0.29379 -1.78795 -1.24386 -0.004
O -0.40311 -0.54375 -1.06643 0.055
H -1.88358 2.26876 0.25869 0.127
H 1.85618 -2.57901 0.10017 0.105
H -0.13108 -2.49047 -2.04121 0.148
```

As for the LUMO energy: 0.519 eV. As for the frontier orbital gap: 10.4 eV. Its relative energy (zero: lowest compared OMol25 entry of this formula, charge and spin) is 28.04 kcal/mol. Its SMILES is O=C(O)c1ncco1.